Entry 1:
42
Properties=species:S:1:pos:R:3:forces:R:3 method="wB97M-V/def2-TZVPD" smiles="C[N+](=O)[O-].C[N+](=O)[O-].C[N+](=O)[O-].C[N+](=O)[O-].C[N+](=O)[O-].C[N+](=O)[O-]" e_above_lowest_kj_mol=53.8 homo_energy_ev=-11.04 gap_ev=11.0147 charge=0 lumo_energy_ev=0.0
C -2.59179 0.30359 0.07270 -0.50 -0.87 0.44
N -1.98196 -1.07520 0.36520 0.95 3.77 0.16
O -1.02773 -1.09137 1.13813 -0.69 -0.76 -0.29
O -2.47069 -1.95653 -0.24077 -0.37 -2.58 -0.70
H -3.66227 0.07291 -0.02456 0.31 0.43 0.27
H -2.28300 0.68430 -0.91012 0.33 -0.31 0.47
H -2.31925 0.90653 0.93703 -0.19 0.31 -0.34
C 0.99097 1.02092 0.14717 0.31 0.26 -0.73
N 0.49457 0.91305 -1.28498 0.75 -1.00 1.49
O 0.07308 -0.18092 -1.64433 -0.03 0.97 -0.21
O 0.63649 1.90632 -1.94251 -0.51 0.21 -0.91
H 1.87206 1.66280 0.06649 -0.23 -0.07 0.19
H 1.27181 0.02371 0.46168 -0.31 -0.02 0.29
H 0.21335 1.52267 0.73198 0.15 -0.35 -0.07
C 3.09922 3.95661 -2.53313 -0.25 0.23 1.14
N 3.32305 2.93307 -3.53332 -1.29 -0.55 -0.92
O 4.37846 2.35465 -3.46097 0.58 -0.41 -0.46
O 2.40225 2.67978 -4.29848 0.82 0.08 0.08
H 3.74578 4.81137 -2.74786 -0.25 -0.15 0.08
H 3.43258 3.42415 -1.63990 -0.03 0.66 0.23
H 2.02942 4.17239 -2.46619 0.42 0.17 -0.20
C -2.26953 -1.73238 -3.62009 -0.53 -0.19 0.95
N -3.66146 -1.37612 -3.06429 0.80 -0.68 -1.69
O -4.42062 -2.31976 -3.04147 -0.40 0.25 0.58
O -3.95204 -0.21768 -2.85906 0.23 -0.03 0.42
H -1.51675 -1.44467 -2.88854 -0.09 0.27 -0.16
H -2.14189 -1.22981 -4.57454 -0.07 0.08 0.12
H -2.29869 -2.81887 -3.70204 0.09 0.27 -0.20
C -0.50971 0.49290 3.81267 0.49 0.04 0.77
N -0.38905 2.00782 3.57135 -1.29 -1.69 -1.04
O -1.13281 2.44930 2.70845 -0.07 0.02 -0.10
O 0.40955 2.65290 4.16832 0.93 0.32 0.89
H 0.34821 -0.00948 3.34085 -0.29 0.41 0.05
H -1.44490 0.09576 3.42429 0.16 0.47 -0.22
H -0.46493 0.30390 4.89398 0.14 0.34 -0.33
C 1.51046 -4.34680 2.93550 -0.57 0.90 -0.44
N 1.95557 -2.87899 2.90874 -0.47 -2.07 0.61
O 2.23449 -2.48358 4.01812 0.37 1.14 -0.10
O 1.94750 -2.27291 1.86518 0.19 0.26 0.23
H 0.82556 -4.40862 3.77874 0.00 0.01 -0.13
H 2.35013 -5.00241 3.13945 0.20 0.21 -0.30
H 0.99452 -4.50532 1.99115 0.23 -0.35 0.07


Entry 2:
26
Properties=species:S:1:pos:R:3:forces:R:3 method="wB97M-V/def2-TZVPD" e_above_lowest_kj_mol=850.2 homo_energy_ev=-13.87 gap_ev=4.4795 charge=+1 lumo_energy_ev=-9.4
C 1.30331 0.64275 1.98044 0.02 0.13 0.10
C 0.60028 1.69888 1.10240 1.45 -0.13 0.39
C -0.05484 1.12340 -0.12417 -2.41 2.42 -0.74
C -1.45405 0.58968 -0.23411 0.81 -1.84 0.44
C -1.79481 -0.56784 0.72756 -0.86 0.98 0.62
C -1.19512 -1.89280 0.26263 -0.52 0.88 1.09
N -1.66125 -2.27326 -1.04496 1.09 -0.35 -0.18
H 2.30731 0.47701 1.59206 -0.02 -0.21 -0.01
H 0.75147 -0.29588 1.98624 0.06 -0.05 0.00
H 1.41018 0.94388 3.01906 -0.04 0.20 -0.03
H -0.03346 2.35147 1.72115 -0.89 -0.58 -0.31
H 1.32873 2.43485 0.75547 0.23 -0.27 -0.06
H 0.64346 0.16726 -0.35828 0.99 -1.61 -1.61
H 0.04825 1.76677 -0.99837 0.52 0.02 0.07
H -1.55568 0.13688 -1.23807 -0.10 0.24 -0.21
H -2.20016 1.39018 -0.28254 0.26 0.35 0.13
H -2.88069 -0.59353 0.87456 -0.01 -0.49 -0.66
H -1.52844 -0.37249 1.77150 0.67 0.10 -0.19
H -0.11320 -1.72481 0.21293 0.03 -0.63 0.19
H -1.45253 -2.58730 1.05962 0.20 -0.54 -0.42
H -1.78737 -3.27809 -1.11637 -0.32 0.01 -0.08
H -0.98612 -1.97636 -1.76660 -0.57 0.31 -0.03
H 1.28651 -1.30190 -2.07404 0.90 0.59 0.79
H 4.10692 2.06262 -3.43837 -0.02 0.00 -0.02
H 4.32477 1.85604 -2.76093 0.01 -0.01 0.03
O 0.58651 -0.77743 -1.62881 -1.47 0.44 0.71


Entry 3:
28
Properties=species:S:1:pos:R:3:forces:R:3 method="wB97M-V/def2-TZVPD" e_above_lowest_kj_mol=189.3 homo_energy_ev=-2.94 gap_ev=6.4989 charge=-1 lumo_energy_ev=3.6
C 0.20616 -1.99571 -0.51428 2.47 -1.61 -3.10
N 1.64842 -1.77510 -0.34806 0.87 2.75 1.99
C 2.07207 -0.58405 0.63315 -0.83 -1.36 -1.25
C 1.27429 -0.53783 2.01814 -0.36 0.88 -0.64
S -0.46562 0.12210 2.30738 -0.43 0.26 -1.09
C -0.14361 -1.29900 -1.91244 2.89 2.29 3.31
C -0.00527 1.24294 -2.62243 1.73 -0.28 -0.03
C -0.50477 0.22500 -1.63775 0.21 -1.61 1.60
H 0.15435 -3.13686 -0.50496 -0.64 1.30 -0.46
H -0.37957 -1.61429 0.24759 -1.21 0.79 1.69
H 2.14343 -2.54875 0.04559 -0.24 -0.67 0.26
H 3.16763 -0.87322 0.72879 -1.15 0.83 0.46
H 2.00216 0.37953 0.02710 0.03 -1.12 1.03
H 1.10593 -1.50508 2.47547 1.07 -0.38 -0.07
H 1.68985 0.20483 2.69804 1.09 -0.65 -0.07
H 0.79125 -1.29761 -2.51049 -0.86 -0.62 0.03
H -0.94542 -1.82200 -2.22111 -2.70 -1.55 -2.18
H -0.66916 2.07852 -2.67661 -0.18 0.66 -0.21
H 0.27717 0.87406 -3.60511 -0.91 -0.47 -0.48
H 1.00666 1.57016 -2.34873 -0.28 0.46 0.51
H -1.57079 0.28058 -1.50526 -0.41 0.13 -0.35
H -0.18074 0.44367 -0.56029 -0.10 -0.18 -1.50
H -0.02148 2.19614 -0.04513 -0.48 -2.53 0.32
H -0.28778 3.48449 0.55031 -0.91 0.87 1.50
O 0.19724 3.08829 -0.13521 1.41 1.76 -1.60
H -3.74042 -0.21338 -0.32084 2.09 2.39 1.15
H -2.53531 0.26542 0.63129 0.88 -0.55 0.87
O -3.13349 0.58642 -0.03650 -3.04 -1.81 -1.69


Entry 4:
28
Properties=species:S:1:pos:R:3:forces:R:3 method="wB97M-V/def2-TZVPD" e_above_lowest_kj_mol=3.6 homo_energy_ev=-14.13 gap_ev=11.2466 charge=+1 lumo_energy_ev=-2.9
O -2.65922 1.62643 0.26030 -0.12 0.04 0.29
C -1.60448 1.31536 0.75393 -0.06 -0.12 -0.89
C -0.51164 0.75025 -0.16828 -0.53 -0.53 0.55
C -0.16422 -0.69007 0.20038 0.39 -0.36 0.08
C 1.12495 -1.17138 -0.48202 0.14 0.13 0.11
C 2.38602 -0.66321 0.22445 0.38 -0.38 -0.20
C 2.71542 -1.46719 1.47903 0.05 -0.08 0.06
N -1.07196 0.80633 -1.55818 0.58 0.22 0.19
H -1.36608 1.39757 1.81392 -0.03 0.02 0.09
H 0.37464 1.36986 -0.08530 0.13 0.12 -0.13
H -0.97111 -1.39118 -0.02607 -0.27 0.31 -0.11
H -0.03431 -0.73169 1.28358 0.03 0.04 -0.04
H 1.14038 -0.89106 -1.53904 -0.08 0.22 -0.04
H 1.14633 -2.26003 -0.51314 -0.06 -0.10 0.18
H 2.28997 0.39410 0.48714 -0.01 0.01 -0.06
H 3.23362 -0.74817 -0.46436 -0.11 0.13 0.04
H 1.89378 -1.41458 2.19413 0.10 -0.02 0.16
H 2.89979 -2.52189 1.26234 -0.19 0.03 -0.18
H 3.63344 -1.12182 1.95760 -0.17 0.22 0.05
H -2.06750 1.05897 -1.46498 -0.13 0.08 0.12
H -0.60609 1.53682 -2.08904 -0.10 -0.01 -0.24
H -0.98145 -0.09859 -2.05588 -0.11 0.03 -0.14
H -2.13360 -1.95642 -3.16414 0.51 0.24 0.06
H -0.71278 -1.86962 -3.77938 -0.31 0.19 0.43
O -1.26649 -1.52269 -3.05534 -0.19 -0.49 -0.51
H 0.63654 0.92499 3.47180 0.26 0.14 0.28
H 1.34158 2.08418 2.67792 -0.41 -0.57 0.33
O 0.66959 1.37922 2.62793 0.32 0.48 -0.47


Entry 5:
27
Properties=species:S:1:pos:R:3:forces:R:3 method="wB97M-V/def2-TZVPD" s2=2.00 spin_multiplicity=3 e_above_lowest_kj_mol=464.2 homo_energy_ev="-7.52 / -14.72" gap_ev="4.7977 / 7.0704" charge=+1 lumo_energy_ev="-2.7 / -7.6"
C 1.49682 -0.24891 -1.24964 -1.11 -1.91 0.04
C -0.34780 -2.57601 -1.56463 -5.26 1.03 -0.10
C -1.24004 2.12830 -1.00861 3.95 1.67 0.83
C 0.56947 1.84118 1.47486 2.33 -1.98 0.05
C -2.00400 0.34119 1.51328 0.72 0.92 1.88
C 0.40122 -0.61340 -0.22323 -0.44 1.27 -3.94
N 1.22868 -1.32614 0.98991 0.93 -3.36 3.00
O -0.52658 -1.54516 -0.50286 0.67 -0.52 0.29
Si -0.67586 0.99194 0.34931 -1.18 1.48 0.54
H 1.28275 0.72060 -1.58496 0.11 1.31 -1.03
H 2.47080 -0.25875 -0.75788 0.15 -0.07 -0.20
H 1.44570 -1.02195 -2.12677 0.23 1.61 1.49
H 0.61938 -2.89625 -1.57557 2.75 -0.67 -0.18
H -0.77073 -2.25677 -2.62251 0.92 -0.56 2.34
H -1.00566 -3.31506 -1.01490 0.72 0.28 -1.61
H -0.33734 2.65331 -1.55049 -1.74 -0.87 1.17
H -1.81769 1.72384 -1.71908 -1.74 -2.31 -2.90
H -1.93223 2.84403 -0.67499 -0.55 1.66 1.09
H 1.37586 2.37895 1.01764 0.73 -0.07 -1.21
H 0.25909 2.65934 2.03751 -1.78 1.19 1.27
H 1.14569 1.18953 2.21176 -1.07 0.52 -0.75
H -2.84061 -0.10238 1.02147 -0.78 -0.02 -0.23
H -1.64070 -0.38759 2.26048 0.18 -0.08 -0.58
H -2.28720 1.18206 2.27539 0.18 -1.03 -1.81
H 1.89117 -2.01849 0.67868 1.57 -0.55 -0.63
H 0.65785 -2.00354 1.48794 -0.89 0.34 0.69
H 1.69193 -0.76243 1.67334 0.39 0.73 0.49


Entry 6:
26
Properties=species:S:1:pos:R:3:forces:R:3 method="wB97M-V/def2-TZVPD" e_above_lowest_kj_mol=140.8 homo_energy_ev=-15.03 gap_ev=11.5607 charge=+1 lumo_energy_ev=-3.5
C 2.56620 0.36033 -1.01913 -2.19 -2.27 -1.22
C 0.79577 1.08612 1.22318 -0.42 2.35 2.65
C 1.02960 -1.70330 1.21706 -1.27 -0.07 -3.95
C -2.27264 1.49346 0.23154 -2.55 0.03 -1.42
C -2.00566 -1.22586 -1.22024 0.80 -0.10 0.01
C 1.03606 0.09803 -0.98644 -0.27 1.53 0.10
N 0.44186 -0.02959 0.38824 -0.24 -3.93 0.19
Si -1.55765 -0.22716 0.34451 1.26 0.99 -0.33
H 2.96727 -0.40191 -0.38299 0.77 -0.73 -0.08
H 2.82321 0.22320 -2.08320 0.42 0.08 0.66
H 2.92374 1.24237 -0.63246 0.40 2.37 0.55
H 1.87004 1.30505 1.41899 -0.51 -0.76 -0.57
H 0.39146 2.07832 0.77207 0.42 -1.77 0.71
H 0.36023 0.95392 2.30470 0.46 0.29 -2.12
H 2.08029 -1.87924 0.94450 -0.63 0.28 -0.27
H 0.94191 -1.35393 2.15808 -0.35 0.89 3.17
H 0.32470 -2.62792 1.00006 1.29 2.39 0.02
H -2.10295 2.39705 0.80286 0.65 -0.25 0.47
H -2.30416 1.80282 -0.83378 0.64 -0.09 0.31
H -3.42027 1.39456 0.31500 1.41 -0.38 0.32
H -1.21116 -1.82214 -1.74079 -0.48 -0.36 1.49
H -2.85177 -1.79657 -0.80419 0.28 -0.40 -0.84
H -2.27482 -0.72569 -2.16278 -0.67 0.81 0.89
H 0.84425 -0.80468 -1.55661 -0.20 -0.08 0.13
H 0.42903 0.93852 -1.43053 0.76 -0.69 0.05
H -1.82456 -0.77575 1.73234 0.22 -0.15 -0.90